Record 1
{"formula": "C5H16F6N4O2PtSb", "method": "the ωB97M-V functional and the def2-TZVPD basis", "elements": ["Pt", "C", "O", "C", "O", "N", "N", "H", "H", "H", "H", "H", "H", "N", "C", "C", "C", "N", "H", "H", "H", "H", "H", "H", "H", "H", "H", "H", "F", "Sb", "F", "F", "F", "F", "F"], "xyz": [[0.10454, -0.71121, 0.23449], [4.43670, 1.38484, 1.18822], [3.53587, 1.73100, 0.08140], [2.37813, 1.17727, 0.01744], [1.93447, 0.34648, 0.84449], [1.64615, 1.58000, -1.04176], [0.38631, 1.00387, -1.26228], [5.33085, 1.96144, 0.98833], [4.63242, 0.31714, 1.16223], [3.97256, 1.69397, 2.11994], [2.04718, 2.19299, -1.74017], [0.40366, 0.51680, -2.16217], [-0.32512, 1.73150, -1.29434], [-1.97194, 0.03678, 0.66895], [-2.80750, -0.91943, 1.45719], [-2.31615, -1.06016, 2.88904], [-0.97459, -1.75110, 3.02738], [0.13465, -0.94450, 2.45300], [-1.98066, 0.95434, 1.10949], [-2.38288, 0.13669, -0.25823], [-2.78645, -1.87305, 0.92756], [-3.83486, -0.55342, 1.44558], [-3.05364, -1.65113, 3.43269], [-2.29942, -0.08447, 3.38604], [-0.96524, -2.71613, 2.52100], [-0.74133, -1.92321, 4.08048], [1.03069, -1.41435, 2.58421], [0.21007, -0.03123, 2.89682], [1.19165, -1.78141, -1.52925], [0.16926, -3.46674, -1.29416], [0.48628, -2.93232, 0.58062], [-1.22128, -2.05109, -1.01117], [-1.06071, -4.71158, -0.72351], [-0.21978, -3.50773, -3.08429], [1.70718, -4.47055, -1.25642]], "forces_ev_per_angstrom": [[-0.05, 0.05, 0.09], [-0.10, 0.03, -0.05], [-0.07, 0.00, 0.00], [0.08, -0.04, -0.02], [-0.04, -0.05, 0.06], [-0.05, 0.10, -0.01], [0.14, -0.01, -0.15], [0.02, -0.03, 0.01], [0.03, 0.02, 0.02], [0.04, -0.04, 0.03], [-0.01, 0.01, 0.01], [-0.11, -0.03, 0.05], [0.02, 0.02, 0.01], [-0.02, -0.01, -0.03], [0.10, -0.05, 0.05], [-0.04, 0.05, -0.09], [0.10, -0.02, 0.01], [0.02, 0.07, -0.01], [0.00, 0.01, 0.01], [-0.02, 0.01, 0.02], [-0.01, 0.02, 0.04], [-0.01, 0.01, 0.01], [0.00, -0.02, 0.01], [0.00, 0.02, 0.00], [-0.02, 0.00, 0.03], [-0.04, -0.01, 0.00], [-0.02, 0.00, 0.01], [-0.02, -0.01, 0.01], [0.00, -0.08, 0.00], [0.06, -0.11, -0.10], [-0.02, 0.06, 0.19], [0.03, 0.01, -0.01], [0.02, -0.03, 0.05], [-0.01, 0.04, -0.20], [-0.01, 0.01, -0.04]], "s2": 3.76, "fmax_ev_per_a": 0.2, "mol_weight_g_mol": 595.04, "total_charge": 2, "multiplicity": 4, "e_tot_ha": -1527.80241, "gap_ha": [0.377, 0.310]}

***

Record 2
{"formula": "C7H8N4", "method": "the ωB97M-V functional and the def2-TZVPD basis", "elements": ["C", "C", "C", "C", "C", "C", "C", "H", "H", "H", "H", "H", "H", "H", "H", "N", "N", "N", "N"], "xyz": [[1.51735, -0.77394, -0.48364], [0.68845, 0.14146, 0.55421], [-0.79242, 0.08011, 0.26649], [-1.55114, 1.27591, 0.03743], [-2.86642, 1.23029, -0.20721], [-3.50374, 0.03817, -0.25983], [-2.77013, -1.14834, 0.09048], [1.40867, -0.35048, -1.45765], [1.14192, -1.65805, -0.36154], [1.17258, 0.91536, 0.58040], [0.76068, -0.28290, 1.63323], [-1.12820, 2.29670, -0.00274], [-3.51029, 2.03117, -0.34960], [-4.40475, -0.20610, -0.43841], [-3.27756, -1.92056, -0.03765], [4.19650, 0.97524, -0.02240], [3.48881, 0.17929, -0.07366], [2.78344, -0.91917, -0.08594], [-1.39657, -1.07637, 0.24578]], "forces_ev_per_angstrom": [[-2.94, 5.45, 1.01], [-4.49, -10.51, 0.69], [-0.75, 2.88, -0.54], [2.39, 0.80, 0.28], [-1.30, -0.66, -0.26], [6.94, -3.17, 2.71], [5.44, 10.17, -0.93], [-0.42, 0.13, -1.00], [-2.63, -5.21, -0.22], [4.11, 9.27, 0.09], [0.28, 0.21, -1.80], [0.37, -0.88, 0.31], [-0.42, 2.07, -0.39], [-6.81, -0.53, -1.42], [-3.46, -7.60, -0.44], [5.16, 5.95, 0.38], [-6.34, -8.14, -0.44], [6.77, 1.82, 1.40], [-1.91, -2.04, 0.57]], "fmax_ev_per_a": 11.6, "mol_weight_g_mol": 148.17, "e_tot_ha": -490.36685, "gap_ha": 0.361}

***

Record 3
{"formula": "C4H13NO2", "method": "the ωB97M-V functional and the def2-TZVPD basis", "elements": ["C", "N", "C", "C", "C", "H", "H", "H", "H", "H", "H", "H", "H", "H", "H", "H", "O", "H", "H", "O"], "xyz": [[0.81842, -2.85362, -0.98888], [-0.75954, -1.47778, 1.15209], [0.39992, -0.92133, 0.56348], [1.13061, -1.53122, -0.37106], [0.83202, 0.39822, 1.14672], [1.49487, -3.63764, -0.61143], [0.95207, -2.88156, -2.07117], [-0.21216, -3.13809, -0.76411], [-0.78968, -2.47966, 1.18929], [-1.62003, -0.95034, 1.03664], [2.00378, -1.02361, -0.75015], [0.09186, 1.17286, 0.93600], [0.98428, 0.22413, 2.20888], [1.79338, 0.60787, 0.69464], [0.31791, 2.16427, -3.21933], [1.39821, 2.56459, -4.17872], [0.70774, 2.95489, -3.62745], [-3.11220, 2.18803, 1.75527], [-1.70290, 2.47612, 2.10280], [-2.54458, 2.26928, 2.54206]], "forces_ev_per_angstrom": [[0.05, -0.40, 0.16], [0.64, 0.36, 0.25], [-0.17, -0.02, 0.13], [-0.13, -0.12, -0.26], [0.03, -0.99, -0.41], [-0.22, 0.04, 0.09], [-0.08, 0.28, -0.08], [0.09, -0.14, -0.12], [-0.49, 0.00, -0.33], [0.12, -0.27, 0.08], [0.21, 0.10, 0.15], [0.09, 0.17, 0.19], [-0.21, 0.38, 0.24], [0.13, 0.62, -0.10], [-0.13, 0.21, 0.22], [0.03, 0.14, 0.01], [0.05, -0.33, -0.17], [-0.08, -0.10, 0.25], [0.09, -0.05, 0.22], [-0.03, 0.13, -0.52]], "s2": 0.75, "fmax_ev_per_a": 1.1, "mol_weight_g_mol": 107.15, "total_charge": -1, "multiplicity": 2, "e_tot_ha": -365.37596, "gap_ha": [0.101, 0.315]}